{"formula": "C25H33BN3", "method": "ωB97M-V/def2-TZVPD", "charge": 1, "energy_ha": -1161.2680, "max_force_ev_per_a": 4.5, "lumo_energy_ev": -4.82, "orbital_gap_ev": 4.39, "elements": ["C", "C", "N", "H", "H", "C", "C", "H", "H", "C", "H", "H", "C", "H", "H", "H", "C", "H", "H", "C", "C", "H", "H", "H", "H", "N", "C", "C", "C", "H", "C", "H", "C", "H", "H", "C", "C", "H", "H", "C", "H", "C", "C", "H", "C", "H", "H", "C", "C", "H", "H", "H", "N", "H", "B", "H", "H", "H", "C", "C", "C", "H"], "positions_angstrom": [[-0.99, -2.90, -2.75], [4.12, -1.35, 0.92], [-1.14, 3.59, 3.74], [-0.24, 5.07, 0.04], [1.40, 0.36, -1.38], [2.57, -3.15, 1.25], [1.42, -3.12, -2.31], [4.93, -4.47, 0.67], [2.30, -2.72, -1.81], [-0.65, 3.40, 2.47], [-1.89, -4.32, -4.09], [-4.18, -0.41, -1.87], [-1.08, 4.38, 0.24], [5.13, -0.95, 1.02], [0.25, 3.38, 5.36], [5.97, -3.18, 1.32], [0.26, -4.70, -3.75], [-3.00, 1.60, 0.09], [-3.41, 0.22, -3.37], [-2.11, 4.55, 3.70], [-3.54, 0.38, -2.29], [-3.13, -0.15, 0.30], [-1.36, 2.74, 5.65], [-0.40, 1.74, -1.70], [-2.68, 4.87, 4.57], [-1.94, -1.90, -2.54], [-2.23, 4.95, 2.39], [-2.19, 0.45, -1.57], [-2.47, 0.65, -0.07], [-2.88, 5.67, 1.94], [3.88, -2.69, 1.21], [-1.99, 4.78, -0.22], [0.21, -2.45, -2.15], [0.17, 1.38, 2.68], [-2.91, -1.96, -2.84], [1.53, -2.35, 0.78], [1.83, -1.12, 0.17], [-0.28, 1.91, 4.53], [1.40, 2.84, 1.71], [0.87, -0.39, -0.76], [2.38, -4.81, -3.23], [-1.39, 1.62, -2.17], [3.08, -0.55, 0.44], [0.14, 0.09, -0.18], [-1.42, -0.85, -1.84], [-1.25, 1.44, -3.24], [2.40, -4.18, 1.59], [-0.97, -4.01, -3.58], [-0.07, -1.19, -1.56], [0.51, -2.71, 0.86], [-1.57, 0.68, 0.57], [-4.07, 1.33, -2.15], [-1.34, 4.21, 1.66], [-1.93, 2.57, -2.06], [0.50, 2.53, 2.42], [-0.87, 3.40, -0.21], [0.32, -5.56, -4.42], [4.94, -4.13, 2.40], [-0.61, 2.89, 4.88], [5.00, -3.66, 1.41], [1.44, -4.26, -3.12], [3.24, 0.50, 0.23]]}